[1]
Below is a molecular structure, C9H3Cl4NO4PtS, with properties calculated with ωB97M-V/def2-TZVPD.

Cartesian coordinates (Å):
Pt (0.953, 1.529, -0.123)
Cl (-2.787, -4.589, -0.473)
C (-2.179, -3.001, -0.551)
C (-2.761, -2.086, -1.568)
Cl (-3.990, -2.704, -2.570)
C (-2.340, -0.815, -1.730)
Cl (-2.951, 0.248, -2.907)
C (-1.259, -0.326, -0.888)
O (-0.743, 0.764, -1.069)
C (-0.739, -1.218, 0.253)
O (0.019, -0.727, 1.047)
C (-1.211, -2.608, 0.296)
Cl (-0.524, -3.603, 1.489)
S (4.390, 1.490, -2.779)
C (2.913, 1.537, -2.217)
N (1.767, 1.599, -1.886)
C (1.047, 1.897, 2.461)
C (2.439, 2.308, 2.003)
O (3.310, 2.649, 2.758)
O (2.578, 2.259, 0.692)
H (0.843, 2.275, 3.461)
H (0.968, 0.812, 2.506)
H (0.256, 2.312, 1.796)

Cartesian forces (eV/Å) of the 6 atoms listed first:
0.4 0.5 0.4
0.0 0.0 0.0
0.0 0.0 0.0
0.0 -0.1 0.0
0.0 0.0 0.0
0.1 0.0 0.1

Properties
Total charge: 0
HOMO energy (Ha): -0.303
Orbital gap (eV): 4.6



[2]
Below is a molecular structure, C8H6 at a distorted geometry, with properties calculated with ωB97M-V/def2-TZVPD.

Cartesian coordinates (Å):
C (2.162, -0.486, -0.193)
C (2.369, 0.763, -0.081)
C (1.059, -1.429, 0.061)
C (1.387, 1.724, 0.161)
C (-0.037, -0.417, 0.567)
C (-0.947, 1.349, -0.193)
C (-1.281, 0.023, -0.217)
C (0.256, 1.111, 0.420)
H (0.818, -1.907, -0.783)
H (1.213, -2.077, 0.812)
H (1.584, 2.847, -0.025)
H (-0.396, -0.737, 1.670)
H (-1.398, 2.317, -0.577)
H (-2.136, -0.447, -0.536)

Cartesian forces (eV/Å) of the 6 atoms listed first:
1.4 4.7 0.9
0.9 -6.6 -0.6
0.2 4.3 0.2
2.1 3.9 0.0
-1.3 0.0 2.1
-4.5 0.5 -1.0

Properties
Total charge: 0
HOMO energy (Ha): -0.281
Orbital gap (eV): 8.0



[3]
Below is 3 unconnected molecules or ions with the total composition C17H26F9O7S3 at a distorted geometry, with properties calculated with ωB97M-V/def2-TZVPD.

Cartesian coordinates (Å):
C (0.675, 1.450, -4.024)
C (1.820, 1.650, -2.823)
O (1.191, 2.396, -1.722)
C (1.749, 2.038, -0.409)
S (0.904, 0.507, 0.369)
C (0.825, 0.934, 2.186)
C (-0.798, 1.085, 2.561)
O (-1.476, 2.234, 2.495)
O (-1.551, -0.122, 3.036)
C (1.973, -0.982, -0.017)
F (3.376, -0.593, -0.427)
F (1.384, -1.542, -1.295)
C (1.928, -2.202, 1.069)
F (0.696, -2.198, 1.945)
F (1.764, -3.471, 0.258)
C (3.301, -2.449, 1.926)
F (4.487, -2.840, 1.088)
F (3.033, -3.670, 2.778)
C (3.726, -1.265, 2.968)
F (2.906, -1.286, 4.237)
F (5.121, -1.620, 3.436)
F (3.858, 0.089, 2.378)
H (0.116, 0.429, -3.839)
H (-0.051, 2.383, -4.015)
H (1.248, 1.383, -5.052)
H (2.773, 2.180, -3.281)
H (2.160, 0.562, -2.526)
H (2.906, 1.912, -0.521)
H (1.597, 2.925, 0.375)
H (1.231, 0.113, 2.913)
H (1.306, 1.959, 2.487)
H (-1.585, -0.699, 2.207)
C (-0.471, -3.008, -8.036)
C (-1.626, -2.036, -8.273)
C (-1.791, -1.202, -7.004)
S (-0.180, -1.137, -6.236)
O (-0.243, -1.840, -4.972)
O (0.348, 0.208, -6.349)
C (0.647, -2.179, -7.422)
H (-0.150, -3.492, -8.963)
H (-0.785, -3.792, -7.336)
H (-1.382, -1.380, -9.118)
H (-2.552, -2.562, -8.524)
H (-2.127, -0.187, -7.232)
H (-2.483, -1.674, -6.302)
H (1.406, -2.783, -6.923)
H (1.113, -1.530, -8.170)
C (-2.769, 0.834, 5.836)
C (-3.745, 0.972, 7.003)
C (-3.135, 1.960, 7.996)
S (-2.096, 3.054, 7.039)
O (-0.719, 2.845, 7.434)
O (-2.701, 4.371, 6.999)
C (-2.361, 2.253, 5.469)
H (-3.223, 0.314, 4.987)
H (-1.890, 0.261, 6.154)
H (-4.701, 1.363, 6.635)
H (-3.946, 0.007, 7.479)
H (-3.904, 2.544, 8.507)
H (-2.504, 1.451, 8.731)
H (-1.450, 2.297, 4.869)
H (-3.174, 2.778, 4.959)

Cartesian forces (eV/Å) of the 6 atoms listed first:
1.1 0.4 0.9
-0.1 -1.4 -2.6
1.6 -1.8 3.1
1.5 3.3 -2.1
0.0 0.4 0.0
-1.1 0.2 2.7

Properties
Total charge: +1
HOMO energy (Ha): -0.443
Orbital gap (eV): 7.0



[4]
Below is a single C2F3IS molecule at a distorted geometry, with properties calculated with ωB97M-V/def2-TZVPD.

Cartesian coordinates (Å):
C (-0.423, 0.280, 0.126)
C (0.563, -0.826, -0.282)
F (-1.342, -0.288, 0.935)
F (0.270, 1.166, 0.868)
F (1.726, -0.417, -0.745)
S (-1.448, 1.342, -1.119)
I (-0.125, -2.627, -0.993)

Cartesian forces (eV/Å) of the 6 atoms listed first:
-0.6 0.6 -0.5
-1.1 0.7 -0.5
0.0 -0.3 0.2
0.3 0.2 0.2
0.0 0.1 0.0
1.4 -1.4 0.7

Properties
Total charge: 0
HOMO energy (spin up / spin down) (Ha): -0.377 / -0.330
Orbital gap (spin up / spin down) (eV): 8.9 / 6.2



[5]
Below is 5 unconnected molecules or ions with the total composition CH13N3O4 at a distorted geometry, with properties calculated with ωB97M-V/def2-TZVPD.

Cartesian coordinates (Å):
N (0.249, 0.304, 0.294)
C (-0.620, 1.063, 0.844)
N (-1.370, 0.709, 1.965)
N (-1.173, 2.102, 0.164)
H (0.850, -0.203, 0.935)
H (-1.705, 1.424, 2.586)
H (-1.052, -0.083, 2.501)
H (-0.628, 2.449, -0.603)
H (-2.009, 2.616, 0.354)
O (1.467, 1.304, -2.842)
H (1.487, 0.445, -3.298)
H (1.001, 1.152, -2.023)
O (1.700, -0.309, 2.862)
H (2.137, -1.185, 2.791)
H (2.511, 0.066, 3.270)
O (0.953, -1.295, -2.535)
H (0.422, -2.039, -2.826)
H (0.765, -1.178, -1.608)
O (-1.317, -2.426, -1.112)
H (-1.885, -3.195, -1.045)
H (-1.783, -1.719, -0.672)

Cartesian forces (eV/Å) of the 6 atoms listed first:
1.1 0.8 -0.6
-1.7 -1.4 0.0
0.2 0.0 0.7
0.8 0.7 -0.7
-0.6 -0.1 0.2
0.0 0.4 -0.1

Properties
Total charge: 0
HOMO energy (Ha): -0.331
Structure (SMILES): N=C(N)N.O.O.O.O
Orbital gap (eV): 9.4



[6]
Below is 27 unconnected molecules or ions with the total composition C25H99Br2ClO31 at a distorted geometry, with properties calculated with ωB97M-V/def2-TZVPD.

Cartesian coordinates (Å):
C (-1.577, -4.650, -1.706)
C (-2.207, -4.106, -3.025)
C (-1.262, -4.373, -4.237)
C (-0.837, -3.092, -4.999)
C (0.466, -2.524, -4.341)
C (0.079, -1.398, -3.355)
C (-0.279, -0.055, -4.044)
C (0.940, 0.908, -3.857)
C (0.816, 1.714, -2.554)
O (1.549, 1.154, -1.457)
C (0.851, 1.341, -0.207)
C (-0.115, 0.180, -0.071)
Br (0.505, -1.642, 0.110)
C (-1.409, 0.330, -0.102)
C (-2.383, -0.832, -0.025)
Br (-2.226, 2.052, -0.299)
C (1.990, 1.371, 0.877)
C (1.346, 1.050, 2.225)
O (0.175, 1.852, 2.452)
C (-0.420, 1.434, 3.666)
C (-1.431, 0.282, 3.535)
O (-2.747, 0.756, 3.258)
C (-3.734, -0.105, 3.791)
C (-4.974, -0.179, 2.899)
O (-5.551, 1.092, 2.665)
C (-5.842, 1.356, 1.303)
C (-7.183, 2.097, 1.147)
O (2.869, 0.347, 0.477)
C (3.709, -0.107, 1.533)
C (2.630, 2.793, 0.795)
Cl (2.836, 3.594, 2.424)
C (4.006, 2.837, 0.085)
C (3.886, 3.070, -1.439)
H (-0.485, -4.623, -1.750)
H (-1.935, -4.101, -0.827)
H (-1.897, -5.683, -1.594)
H (-2.468, -3.050, -2.907)
H (-3.152, -4.643, -3.129)
H (-1.776, -5.067, -4.916)
H (-0.407, -4.922, -3.825)
H (-1.621, -2.348, -4.812)
H (-0.641, -3.245, -6.058)
H (1.187, -2.127, -5.063)
H (0.950, -3.306, -3.744)
H (0.935, -1.218, -2.695)
H (-0.709, -1.773, -2.694)
H (-0.520, -0.230, -5.094)
H (-1.131, 0.364, -3.495)
H (0.978, 1.555, -4.739)
H (1.849, 0.297, -3.846)
H (-0.247, 1.856, -2.331)
H (1.245, 2.716, -2.735)
H (0.343, 2.302, -0.294)
H (-2.180, -1.485, 0.821)
H (-3.398, -0.434, 0.038)
H (-2.330, -1.348, -0.991)
H (1.031, 0.002, 2.310)
H (2.009, 1.220, 3.078)
H (-0.956, 2.264, 4.143)
H (0.340, 1.120, 4.396)
H (-1.477, -0.200, 4.521)
H (-1.097, -0.511, 2.846)
H (-3.396, -1.142, 3.915)
H (-4.072, 0.292, 4.761)
H (-4.673, -0.712, 1.990)
H (-5.724, -0.813, 3.399)
H (-5.073, 2.037, 0.915)
H (-5.879, 0.465, 0.666)
H (-7.029, 3.163, 1.341)
H (-7.490, 2.034, 0.098)
H (-7.960, 1.689, 1.795)
H (4.626, -0.489, 1.072)
H (4.044, 0.714, 2.174)
H (3.274, -0.885, 2.164)
H (1.995, 3.466, 0.220)
H (4.498, 3.738, 0.471)
H (4.663, 2.005, 0.346)
H (4.692, 3.700, -1.820)
H (2.966, 3.641, -1.603)
H (3.758, 2.143, -1.998)
O (0.909, -2.534, -7.590)
H (0.827, -3.452, -7.872)
H (0.405, -2.042, -8.249)
O (-1.034, 0.583, 6.671)
H (-1.896, 1.004, 6.567)
H (-0.529, 1.212, 7.199)
O (-0.443, 1.670, -6.918)
H (-0.167, 2.337, -6.280)
H (0.315, 1.079, -6.983)
O (-2.515, 5.524, 0.767)
H (-2.212, 4.610, 0.697)
H (-3.206, 5.490, 1.439)
O (4.897, -1.494, -1.416)
H (4.169, -0.872, -1.275)
H (5.460, -1.374, -0.644)
O (2.799, 4.836, -3.725)
H (1.928, 5.243, -3.799)
H (3.288, 5.431, -3.145)
O (3.280, -0.408, 4.516)
H (3.616, 0.241, 5.153)
H (3.232, -1.230, 5.017)
O (6.583, 1.290, 2.618)
H (5.857, 1.910, 2.754)
H (7.142, 1.414, 3.394)
O (8.082, 2.617, 5.246)
H (8.414, 3.303, 5.837)
H (8.839, 2.032, 5.122)
O (3.639, -3.149, 3.568)
H (4.430, -2.610, 3.705)
H (3.716, -3.451, 2.656)
O (5.917, -3.477, 5.551)
H (6.581, -4.061, 5.168)
H (5.080, -3.815, 5.209)
O (6.120, -4.671, -1.967)
H (5.396, -4.047, -1.826)
H (6.684, -4.553, -1.195)
O (-1.862, -2.746, -8.801)
H (-2.623, -2.415, -8.309)
H (-2.157, -2.742, -9.719)
O (-8.758, -1.040, 1.794)
H (-9.622, -0.611, 1.743)
H (-8.227, -0.445, 2.334)
O (7.508, 5.549, 3.683)
H (6.677, 5.186, 3.358)
H (7.904, 4.819, 4.173)
O (4.558, 0.738, 6.826)
H (4.883, 1.406, 7.440)
H (4.530, -0.074, 7.345)
O (-3.139, -5.724, -7.869)
H (-2.382, -5.178, -7.624)
H (-2.957, -5.974, -8.782)
O (-4.898, -4.018, -1.457)
H (-5.809, -3.808, -1.688)
H (-4.866, -3.909, -0.500)
O (4.525, 4.033, 5.675)
H (3.789, 4.389, 6.186)
H (4.187, 3.995, 4.773)
O (-2.513, 8.382, 1.176)
H (-2.223, 7.461, 1.102)
H (-3.198, 8.366, 1.852)
O (-11.064, -1.352, 0.039)
H (-10.417, -1.973, -0.315)
H (-11.908, -1.661, -0.306)
O (-0.452, -7.387, -1.115)
H (0.303, -7.768, -1.578)
H (-0.345, -7.687, -0.205)
O (4.371, 6.275, 1.847)
H (4.663, 6.904, 2.518)
H (4.271, 5.438, 2.323)
O (-0.126, -6.692, -6.275)
H (-1.039, -6.489, -6.506)
H (-0.095, -6.578, -5.319)
O (-5.461, -1.812, 5.891)
H (-6.381, -1.599, 5.697)
H (-5.356, -1.570, 6.818)
O (-3.071, 5.451, -2.338)
H (-3.990, 5.680, -2.515)
H (-2.966, 5.614, -1.390)

Cartesian forces (eV/Å) of the 6 atoms listed first:
-0.7 0.3 -0.5
0.5 -0.5 0.6
-1.0 0.1 0.0
1.1 -0.3 1.1
-0.8 0.6 0.5
0.5 -0.2 -0.1

Properties
Total charge: 0
HOMO energy (Ha): -0.331
Orbital gap (eV): 8.9



[7]
Below is 2 unconnected molecules or ions with the total composition C14H25F3N3O6S at a distorted geometry, with properties calculated with ωB97M-V/def2-TZVPD.

Cartesian coordinates (Å):
C (-0.961, -2.835, 2.041)
C (-0.751, -1.333, 2.244)
C (-2.006, -0.712, 2.853)
C (-0.300, -0.723, 0.896)
C (-0.521, 0.760, 0.687)
N (0.713, 1.585, 1.077)
C (1.019, 2.355, 0.070)
N (1.597, 3.546, 0.099)
C (2.007, 4.254, 1.290)
F (1.019, 4.233, 2.190)
F (2.286, 5.502, 0.952)
F (3.075, 3.680, 1.845)
N (0.635, 1.837, -1.178)
C (-0.736, 1.312, -0.776)
C (-1.284, 0.411, -1.876)
C (-2.822, 0.411, -1.986)
C (-3.520, 0.435, -0.621)
C (-3.716, 1.792, 0.003)
O (-3.577, 2.041, 1.157)
O (-4.079, 2.723, -0.892)
H (-0.033, -3.335, 1.757)
H (-1.685, -3.009, 1.236)
H (-1.361, -3.297, 2.944)
H (0.070, -1.227, 2.963)
H (-1.900, 0.343, 3.118)
H (-2.871, -0.816, 2.193)
H (-2.244, -1.231, 3.784)
H (-0.755, -1.288, 0.079)
H (0.773, -0.906, 0.802)
H (-1.307, 1.171, 1.320)
H (0.696, 1.978, 2.011)
H (1.802, 3.983, -0.791)
H (1.206, 0.992, -1.298)
H (-1.353, 2.207, -0.661)
H (-0.909, -0.609, -1.764)
H (-0.871, 0.789, -2.813)
H (-3.122, -0.504, -2.497)
H (-3.145, 1.251, -2.598)
H (-4.517, -0.010, -0.701)
H (-2.976, -0.175, 0.101)
H (-4.228, 3.548, -0.402)
C (4.544, -2.073, -1.911)
C (4.416, -3.550, -2.232)
O (3.403, -4.000, -1.311)
S (2.322, -2.873, -1.085)
O (1.193, -3.055, -1.925)
O (2.128, -2.693, 0.311)
O (3.181, -1.659, -1.672)
H (5.128, -1.901, -1.007)
H (4.941, -1.487, -2.735)
H (5.324, -4.113, -2.039)
H (4.073, -3.724, -3.252)

Cartesian forces (eV/Å) of the 6 atoms listed first:
0.0 0.0 -0.1
0.0 -0.1 0.0
0.0 0.0 0.1
0.4 -0.1 0.1
0.3 0.3 -0.2
-1.5 0.5 0.5

Properties
Total charge: +1
HOMO energy (Ha): -0.488
Orbital gap (eV): 10.1



[8]
Below is a molecular structure, C33H37IN4PdSSi at a distorted geometry, with properties calculated with ωB97M-V/def2-TZVPD.

Cartesian coordinates (Å):
Pd (0.183, -1.093, 0.533)
I (0.422, -1.434, 3.298)
C (-1.046, -2.925, 3.176)
C (-1.457, -3.454, 4.364)
C (-2.422, -4.484, 4.362)
C (-2.908, -4.943, 3.177)
C (-2.477, -4.399, 1.938)
C (-2.985, -4.926, 0.728)
C (-2.581, -4.403, -0.460)
C (-1.672, -3.317, -0.492)
C (-1.126, -2.751, 0.639)
C (-1.527, -3.329, 1.898)
H (-1.045, -3.098, 5.298)
H (-2.760, -4.902, 5.302)
H (-3.638, -5.744, 3.157)
H (-3.694, -5.746, 0.769)
H (-2.958, -4.814, -1.391)
H (-1.426, -2.921, -1.464)
C (0.380, -1.051, -1.537)
Si (-0.247, 0.671, -1.861)
C (-1.663, 1.075, -0.673)
N (-1.325, 0.850, 0.744)
C (-0.419, 1.919, 1.289)
C (-1.033, 2.698, 2.449)
C (-2.444, 3.141, 2.080)
C (-3.339, 1.913, 1.828)
C (-2.498, 0.654, 1.598)
C (1.114, 1.956, -1.772)
C (0.814, 3.315, -1.942)
C (1.807, 4.283, -1.928)
C (3.135, 3.910, -1.741)
C (3.456, 2.570, -1.574)
C (2.454, 1.604, -1.594)
C (-1.058, 0.809, -3.561)
C (-2.203, 0.047, -3.835)
C (-2.769, 0.021, -5.104)
C (-2.196, 0.757, -6.134)
C (-1.063, 1.519, -5.888)
C (-0.500, 1.541, -4.616)
H (1.434, -1.195, -1.770)
H (-0.209, -1.809, -2.046)
H (-2.461, 0.376, -0.946)
H (-2.059, 2.091, -0.847)
H (-0.213, 2.633, 0.488)
H (0.543, 1.506, 1.587)
H (-0.397, 3.561, 2.657)
H (-1.054, 2.089, 3.358)
H (-2.384, 3.754, 1.176)
H (-2.870, 3.773, 2.860)
H (-3.992, 2.092, 0.970)
H (-3.992, 1.731, 2.685)
H (-3.106, -0.128, 1.141)
H (-2.152, 0.257, 2.554)
H (-0.219, 3.623, -2.089)
H (1.551, 5.326, -2.068)
H (3.914, 4.663, -1.733)
H (4.490, 2.274, -1.434)
H (2.725, 0.562, -1.465)
H (-2.662, -0.544, -3.046)
H (-3.655, -0.575, -5.290)
H (-2.630, 0.733, -7.127)
H (-0.613, 2.095, -6.689)
H (0.388, 2.139, -4.440)
C (5.326, 1.114, 3.182)
C (5.473, 0.886, 1.676)
C (4.459, -0.095, 1.160)
N (3.190, 0.093, 1.194)
N (2.467, -0.954, 0.652)
C (3.216, -1.940, 0.244)
N (2.693, -3.089, -0.236)
S (4.901, -1.633, 0.459)
H (6.049, 1.854, 3.529)
H (5.491, 0.188, 3.736)
H (4.323, 1.475, 3.409)
H (6.477, 0.531, 1.442)
H (5.326, 1.828, 1.145)
H (1.688, -3.073, -0.374)
H (3.257, -3.730, -0.762)

Cartesian forces (eV/Å) of the 6 atoms listed first:
0.8 -1.6 0.2
-0.2 0.1 -0.4
0.1 0.1 0.0
-0.1 -0.2 -0.1
0.1 0.1 0.1
0.0 0.0 -0.1

Properties
Total charge: 0
HOMO energy (Ha): -0.252
Orbital gap (eV): 7.1